No. 1
Density functional theory data (ωB97M-V with the def2-TZVPD basis set) for a molecular structure, C27H24N11O3RuS2.

Each line ends with the Löwdin spin population.
Positions of all 68 atoms, in Å:
Ru 0.51 0.32 0.00  2.43
S 3.88 6.57 -2.27  0.00
N 3.73 5.95 -0.80  0.00
C 3.07 4.81 -0.94  0.00
C 2.71 3.90 0.12  0.00
C 3.00 4.10 1.48  0.04
C 2.60 3.17 2.42  0.00
C 1.94 2.03 1.99  0.02
N 1.67 1.81 0.69  0.01
C 2.03 2.75 -0.24  0.01
C 1.65 2.47 -1.60  0.01
N 0.92 1.34 -1.80  0.06
C 0.56 1.01 -3.05  0.02
C 0.90 1.80 -4.14  0.00
C 1.62 2.96 -3.94  0.02
C 2.00 3.32 -2.64  0.00
C 2.74 4.52 -2.29  0.00
N 3.15 5.44 -3.14  0.00
H 3.53 5.00 1.78  0.00
H 2.80 3.30 3.47  0.00
H 1.63 1.26 2.69  0.00
H -0.03 0.11 -3.17  0.00
H 0.60 1.49 -5.13  0.00
H 1.89 3.61 -4.77  0.00
O -8.45 1.57 1.91  0.29
S -7.76 0.87 2.99  0.08
O -6.52 1.41 3.45  0.04
O -8.50 0.00 3.84  0.11
C -7.17 -0.51 1.60  0.31
N -8.04 -1.36 1.18  0.08
C -7.58 -2.26 0.32  0.02
C -6.24 -2.25 -0.08  0.00
C -5.43 -1.27 0.45  0.02
N -5.92 -0.37 1.32  0.07
C -3.99 -1.08 0.16  0.01
C -3.29 -0.11 0.89  0.00
C -1.97 0.08 0.61  0.04
N -1.30 -0.62 -0.33  0.03
C -1.95 -1.54 -1.04  0.00
C -3.29 -1.80 -0.81  0.01
H -8.28 -3.00 -0.05  0.00
H -5.89 -2.98 -0.80  0.00
H -3.81 0.48 1.65  0.00
H -1.41 0.85 1.17  0.01
H -1.40 -2.08 -1.80  0.00
H -3.77 -2.55 -1.42  0.00
C 1.26 -2.64 -0.14  0.01
N 1.88 -1.32 0.32  0.14
C 2.34 -1.51 1.77  0.02
N 3.24 -2.61 1.87  0.02
C 2.59 -3.84 1.41  0.00
N 2.19 -3.72 0.00  0.02
C 3.39 -3.44 -0.82  0.00
N 4.04 -2.20 -0.38  0.02
C 3.15 -1.10 -0.52  0.01
C 4.43 -2.35 1.04  0.00
H 0.98 -2.53 -1.19  0.00
H 0.38 -2.83 0.47  0.00
H 1.45 -1.70 2.38  0.00
H 2.83 -0.59 2.09  0.00
H 1.72 -4.06 2.02  0.00
H 3.29 -4.67 1.50  0.00
H 3.10 -3.35 -1.87  0.00
H 4.08 -4.27 -0.72  0.00
H 2.84 -0.99 -1.56  0.00
H 3.62 -0.18 -0.17  0.00
H 4.93 -1.44 1.38  0.00
H 5.12 -3.18 1.13  0.00

2S+1: 5
M: 715.77 g mol⁻¹
DFT total energy: -2761.48185 Ha
Net charge: +3
HOMO energy (alpha / beta): -16.5 / -16.4 eV
ΔE to the lowest compared entry with this formula, charge and spin: 4.4 kcal per mole
Lowest unoccupied orbital energy (alpha / beta): -10.85 / -12.06 eV

No. 2
Density functional theory data (ωB97M-V with the def2-TZVPD basis set) for a molecular structure, C27H24N4O2SeTc.

Each line ends with the natural charge from an NBO analysis.
Positions of all 59 atoms, in Å:
Tc -0.34 -1.54 1.55  0.64
C -3.03 -4.32 5.22  -0.66
C -1.83 -3.68 4.63  0.24
C -0.55 -4.24 4.51  -0.33
C 0.27 -3.37 3.74  0.20
N -0.45 -2.26 3.44  -0.38
N -1.72 -2.45 4.00  -0.34
C 1.78 -3.36 3.56  -0.68
H -2.82 -4.75 6.23  0.26
H -3.41 -5.15 4.52  0.26
H -3.80 -3.56 5.35  0.24
H -0.22 -5.19 4.91  0.25
H -2.46 -1.75 3.94  0.44
H 2.30 -3.86 4.42  0.26
H 2.13 -2.36 3.54  0.24
H 2.10 -3.89 2.59  0.26
O 0.63 0.30 1.26  -0.62
C 1.20 0.43 0.13  0.80
N 1.69 1.60 -0.24  -0.58
C 2.06 1.64 -1.69  0.01
C 1.98 0.07 -1.96  0.70
O 2.39 -0.61 -2.91  -0.53
N 1.35 -0.49 -0.86  -0.64
C 3.51 2.09 -1.96  -0.06
C 4.34 2.81 -1.11  -0.21
C 5.62 3.17 -1.46  -0.20
C 6.11 2.81 -2.69  -0.21
C 5.33 2.16 -3.60  -0.20
C 3.97 1.85 -3.27  -0.18
C 1.02 2.32 -2.56  -0.07
C 1.34 3.49 -3.32  -0.18
C 0.40 4.13 -4.12  -0.21
C -0.90 3.65 -4.14  -0.19
C -1.28 2.47 -3.44  -0.23
C -0.32 1.82 -2.65  -0.14
H 1.75 2.42 0.36  0.44
H 4.07 3.04 -0.13  0.20
H 6.21 3.78 -0.75  0.22
H 7.15 3.17 -2.91  0.23
H 5.79 1.74 -4.55  0.23
H 3.31 1.36 -3.98  0.24
H 2.36 3.85 -3.28  0.23
H 0.70 5.07 -4.69  0.23
H -1.62 4.23 -4.69  0.22
H -2.33 2.15 -3.46  0.23
H -0.54 0.94 -2.08  0.19
Se 0.77 -2.24 -0.62  0.15
C -2.04 -1.14 1.28  0.17
C -3.37 -1.01 0.91  -0.27
C -4.34 -2.09 0.87  -0.13
C -5.65 -1.82 0.45  -0.22
C -5.99 -0.57 -0.05  -0.16
C -5.09 0.49 -0.03  -0.21
C -3.81 0.25 0.48  -0.12
H -3.95 -3.10 1.08  0.22
H -6.36 -2.64 0.42  0.24
H -6.97 -0.35 -0.42  0.23
H -5.41 1.50 -0.38  0.24
H -3.07 0.99 0.61  0.22

2S+1: 1
M: 613.48 g mol⁻¹
DFT total energy: -3894.72958 Ha
Net charge: +1
HOMO energy (alpha / beta): -10.9 / -10.9 eV
ΔE to the lowest compared entry with this formula, charge and spin: 27.1 kcal per mole
Lowest unoccupied orbital energy (alpha / beta): -3.64 / -3.64 eV